A structure of composition C44H59F15N13RbS. Source: OMol25; level of theory: ωB97M-V/def2-TZVPD.

## Properties
Frontier orbital gap: 4.84 eV
Molar mass: 1172.55 g/mol
HOMO: -1.56 eV
Charge: -2

Atoms and positions in Å:
Rb  -0.028  -0.588  -0.586
C  -0.032  5.142  -0.446
N  0.106  3.796  0.087
C  0.465  2.730  -0.836
C  -0.273  3.465  1.358
N  -0.114  2.273  1.785
C  -0.595  1.829  3.067
C  0.484  1.018  3.792
N  0.933  -0.170  3.075
C  2.382  -0.208  2.905
C  2.925  0.731  1.810
N  3.197  -0.062  0.634
C  4.265  0.078  -0.052
N  4.714  -0.911  -0.902
C  4.021  -2.193  -0.935
C  5.387  -0.541  -2.143
N  5.096  1.206  -0.016
C  6.512  1.087  0.193
C  4.529  2.528  0.046
C  0.481  -1.454  3.601
C  -0.972  -1.579  4.036
N  -1.912  -1.135  3.031
C  -3.156  -1.050  3.312
N  -3.799  -1.534  4.497
C  -3.571  -2.899  4.918
C  -3.956  -0.573  5.566
N  -4.032  -0.413  2.468
C  -3.537  0.426  1.384
C  -5.439  -0.261  2.749
N  -0.833  4.575  2.075
C  -0.107  5.052  3.230
C  -2.277  4.565  2.191
H  0.397  5.142  -1.446
H  0.508  5.874  0.158
H  -1.073  5.460  -0.525
H  0.030  2.910  -1.818
H  0.076  1.802  -0.439
H  1.541  2.619  -0.961
H  -1.450  1.171  2.912
H  -0.912  2.636  3.735
H  0.106  0.759  4.793
H  1.346  1.675  3.949
H  2.652  -1.218  2.602
H  2.888  -0.011  3.868
H  3.819  1.250  2.185
H  2.159  1.482  1.598
H  4.747  -3.001  -1.078
H  3.292  -2.217  -1.750
H  3.494  -2.344  0.002
H  6.480  -0.613  -2.059
H  5.118  0.470  -2.444
H  5.058  -1.216  -2.933
H  6.808  0.044  0.104
H  6.804  1.441  1.193
H  7.076  1.672  -0.545
H  3.472  2.474  -0.200
H  5.016  3.177  -0.690
H  4.636  2.998  1.035
H  1.084  -1.753  4.482
H  0.669  -2.200  2.823
H  -1.117  -1.036  4.979
H  -1.085  -2.640  4.275
H  -2.769  -3.003  5.658
H  -3.324  -3.514  4.053
H  -4.488  -3.296  5.367
H  -4.080  0.426  5.148
H  -3.094  -0.551  6.249
H  -4.847  -0.807  6.160
H  -3.572  1.486  1.666
H  -4.139  0.283  0.487
H  -2.526  0.158  1.121
H  -5.809  -1.089  3.348
H  -5.981  -0.238  1.802
H  -5.661  0.680  3.274
H  0.964  4.941  3.060
H  -0.356  4.536  4.167
H  -0.318  6.117  3.378
H  -2.711  4.146  1.282
H  -2.646  5.590  2.308
H  -2.635  3.974  3.048
C  -4.376  -2.877  0.483
N  -3.128  -2.593  -0.203
C  -3.430  -2.180  -1.579
C  -2.445  -1.250  -2.283
N  -2.536  0.091  -1.718
C  -2.479  1.169  -2.482
C  -2.707  2.451  -1.874
F  -2.905  2.493  -0.532
C  -2.759  3.648  -2.540
F  -3.049  4.779  -1.858
C  -2.534  3.720  -3.903
F  -2.611  4.896  -4.572
C  -2.257  2.532  -4.550
F  -2.010  2.559  -5.870
C  -2.224  1.324  -3.884
F  -1.866  0.253  -4.635
C  -2.243  -3.761  -0.100
C  -0.731  -3.495  -0.080
N  -0.173  -3.402  -1.407
C  0.944  -4.032  -1.743
C  1.328  -4.053  -3.127
F  0.535  -3.422  -4.007
C  2.444  -4.680  -3.616
F  2.689  -4.686  -4.936
C  3.333  -5.328  -2.767
F  4.416  -5.985  -3.251
C  3.052  -5.303  -1.423
F  3.916  -5.882  -0.562
C  1.923  -4.677  -0.928
F  1.842  -4.599  0.432
H  -4.924  -3.726  0.031
H  -4.184  -3.116  1.532
H  -5.026  -2.000  0.452
H  -3.600  -3.072  -2.208
H  -4.368  -1.619  -1.543
H  -1.434  -1.655  -2.205
H  -2.716  -1.296  -3.340
H  -2.487  -4.254  0.846
H  -2.448  -4.480  -0.909
H  -0.598  -2.556  0.470
H  -0.290  -4.289  0.526
F  2.100  0.118  -8.551
C  2.111  0.169  -7.206
C  1.512  1.216  -6.539
F  0.915  2.188  -7.250
C  1.531  1.261  -5.160
F  0.926  2.306  -4.582
C  2.154  0.288  -4.364
S  2.194  0.382  -2.640
C  2.739  -0.755  -5.091
F  3.369  -1.745  -4.445
C  2.730  -0.818  -6.471
F  3.326  -1.836  -7.114



A structure of composition C44H60AsF6N4O18S5 in a non-equilibrium geometry. Source: OMol25; level of theory: ωB97M-V/def2-TZVPD.

## Properties
Frontier orbital gap: 8.32 eV
Molar mass: 1282.22 g/mol
HOMO: -7.53 eV
Charge: -1

Atoms and positions in Å:
As  0.320  -0.183  1.010
F  0.062  1.605  0.799
F  2.071  -0.003  0.694
F  0.669  -1.958  1.345
F  -1.416  -0.354  1.449
F  -0.068  -0.655  -0.680
F  0.683  0.100  2.771
C  -4.277  -1.886  -1.130
C  -5.442  -1.656  -1.859
C  -5.356  -0.904  -3.064
C  -4.103  -0.485  -3.531
C  -2.978  -0.900  -2.811
C  -3.103  -1.560  -1.593
N  -3.960  0.342  -4.734
O  -2.855  0.804  -4.988
O  -4.960  0.683  -5.375
H  -4.425  -2.207  -0.109
H  -6.391  -2.028  -1.502
H  -6.192  -0.603  -3.678
H  -1.959  -0.740  -3.130
H  -2.230  -1.742  -0.984
C  2.861  -3.777  -1.071
C  2.018  -3.020  -1.886
C  2.018  -3.234  -3.232
C  2.784  -4.202  -3.856
C  3.550  -5.091  -3.009
C  3.589  -4.902  -1.611
N  2.861  -4.407  -5.283
O  2.385  -3.496  -5.970
O  3.584  -5.307  -5.662
H  2.870  -3.482  -0.033
H  1.364  -2.279  -1.451
H  1.395  -2.496  -3.715
H  4.192  -5.843  -3.443
H  4.226  -5.483  -0.961
C  1.767  5.266  -1.165
C  2.190  6.584  -0.938
C  1.422  7.476  -0.203
C  0.130  7.092  0.268
C  -0.278  5.744  0.093
C  0.551  4.887  -0.624
N  -0.771  7.983  0.937
O  -0.404  8.765  1.874
O  -1.949  7.906  0.570
H  2.363  4.564  -1.729
H  3.176  6.935  -1.202
H  1.852  8.451  -0.031
H  -1.243  5.358  0.386
H  0.237  3.881  -0.860
C  -2.742  -3.305  2.044
C  -3.771  -3.887  2.797
C  -4.496  -4.988  2.331
C  -4.236  -5.583  1.095
C  -3.076  -5.127  0.445
C  -2.320  -3.992  0.929
N  -5.222  -6.444  0.416
O  -6.384  -6.351  0.832
O  -4.900  -7.170  -0.498
H  -2.185  -2.423  2.324
H  -4.090  -3.536  3.767
H  -5.327  -5.462  2.832
H  -2.739  -5.602  -0.465
H  -1.492  -3.592  0.362
C  3.288  4.486  2.079
C  2.762  5.292  3.233
C  2.782  4.382  4.432
S  1.869  2.844  3.806
O  0.418  2.827  4.020
O  2.718  1.709  4.094
C  2.255  3.347  2.065
H  4.289  4.132  2.326
H  3.309  5.106  1.183
H  1.772  5.731  3.108
H  3.309  6.204  3.475
H  2.253  4.760  5.308
H  3.778  4.001  4.658
H  1.312  3.724  1.669
H  2.519  2.475  1.467
C  0.214  -6.528  2.493
C  1.289  -5.559  2.088
C  2.291  -5.448  3.301
S  1.170  -5.269  4.717
O  0.794  -3.875  4.855
O  1.644  -6.039  5.861
C  -0.240  -6.087  3.871
H  0.682  -7.513  2.475
H  -0.594  -6.722  1.787
H  0.827  -4.609  1.820
H  1.773  -5.875  1.164
H  3.009  -4.631  3.227
H  2.721  -6.443  3.426
H  -1.073  -5.392  3.981
H  -0.491  -6.901  4.551
C  -5.172  2.451  1.426
C  -5.028  3.572  2.406
C  -4.911  3.080  3.828
S  -3.909  1.536  3.722
O  -4.417  0.431  4.593
O  -2.509  1.932  3.905
C  -4.239  1.314  1.894
H  -4.942  2.821  0.427
H  -6.221  2.166  1.502
H  -5.888  4.234  2.307
H  -4.143  4.150  2.140
H  -5.882  2.759  4.206
H  -4.476  3.744  4.576
H  -4.745  0.349  1.888
H  -3.345  1.019  1.345
C  5.455  -0.944  -1.251
C  5.788  -0.192  0.037
C  5.845  1.298  -0.273
S  4.830  1.555  -1.779
O  5.731  1.860  -2.912
O  3.672  2.347  -1.435
C  4.340  -0.212  -1.863
H  5.126  -1.950  -0.994
H  6.342  -1.175  -1.841
H  6.752  -0.500  0.443
H  5.018  -0.348  0.792
H  6.829  1.693  -0.525
H  5.397  1.919  0.503
H  4.203  -0.465  -2.914
H  3.398  -0.374  -1.340
C  -0.979  3.131  -3.838
C  -0.295  3.276  -5.158
C  0.088  1.859  -5.711
S  0.709  0.977  -4.195
O  2.212  1.051  -4.203
O  0.201  -0.415  -4.166
C  -0.150  2.151  -3.041
H  -1.994  2.737  -3.853
H  -0.961  4.026  -3.216
H  0.622  3.860  -5.082
H  -0.970  3.889  -5.755
H  0.904  1.810  -6.432
H  -0.676  1.222  -6.156
H  0.684  2.570  -2.479
H  -0.794  1.578  -2.374



Energy relative to the best compared isomer or geometry (same formula, charge and spin), record by record: 40.35, 65.73 kcal per mole